Molecular formula: C2H3CuLiO2
Method: DFT, ωB97M-V/def2-TZVPD

E_LUMO (alpha / beta) = -0.2018 / -0.2018 hartree
Net charge = +1
E_HOMO (alpha / beta) = -0.416 / -0.416 hartree
Energy above the lowest of the compared OMol25 structures with the same formula, charge and spin = 385.5 kJ/mol
E_tot = -51051.722 eV
Molecular weight = 129.5 g/mol

Atoms and positions in Å:
H -2.125 -0.010 1.695
O -1.685 -1.112 1.232
C -2.271 -0.827 0.080
C -3.045 0.342 0.279
O -3.384 1.359 -0.527
Cu -2.193 1.112 -2.195
Li -4.710 2.344 -0.334
H -1.746 -1.253 -0.793
H -3.808 0.104 1.049

---

Molecular formula: C50H55Cl2InN6O4
Method: DFT, ωB97M-V/def2-TZVPD

E_LUMO = -0.0333 hartree
E_HOMO = -0.244 hartree
E_tot = -100096.649 eV
Molecular weight = 989.8 g/mol

Atoms and positions in Å:
In -0.199 -0.018 -0.069
C -1.993 0.225 5.826
C -3.117 -0.180 4.870
C -2.809 0.219 3.465
C -3.276 1.301 2.775
C -4.234 2.346 3.241
C -5.669 2.005 2.831
C -2.692 1.229 1.457
N -1.879 0.149 1.376
C -1.914 -0.480 2.574
C -1.186 -1.615 2.900
C -0.305 -2.307 2.082
C 0.421 -3.494 2.469
C 0.353 -4.141 3.814
C -0.857 -5.070 3.926
C 1.134 -3.889 1.375
C 0.853 -2.929 0.326
C 1.352 -2.980 -0.966
C 1.095 -2.100 -2.007
N 0.271 -1.027 -1.933
C 0.295 -0.403 -3.134
C -0.486 0.689 -3.479
C -1.383 1.352 -2.657
N -1.573 1.111 -1.337
C -2.492 1.997 -0.886
C -2.969 2.091 0.410
C -2.950 2.820 -1.980
C -2.275 2.406 -3.089
C -2.448 2.885 -4.493
C -1.452 3.988 -4.860
C -4.034 3.840 -1.880
C -5.408 3.166 -1.902
C 1.191 -1.103 -4.026
C 1.675 -2.173 -3.332
C 2.589 -3.245 -3.823
C 1.800 -4.455 -4.325
C 1.475 -0.687 -5.431
C 0.429 -1.244 -6.399
N -0.006 -1.990 0.799
C 2.068 -5.052 1.283
C 3.434 -4.716 1.889
H -2.185 -0.170 6.822
H -1.924 1.311 5.886
H -1.039 -0.161 5.470
H -4.043 0.298 5.190
H -3.270 -1.259 4.916
H -3.953 3.314 2.821
H -4.182 2.426 4.329
H -5.759 1.972 1.748
H -6.363 2.749 3.218
H -5.950 1.028 3.221
H -1.323 -2.000 3.900
H 0.289 -3.372 4.590
H 1.264 -4.714 3.995
H -1.775 -4.525 3.729
H -0.914 -5.497 4.924
H -0.777 -5.878 3.205
H 2.043 -3.782 -1.185
H -0.397 1.052 -4.493
H -3.656 2.902 0.611
H -3.464 3.266 -4.612
H -2.332 2.043 -5.179
H -1.578 4.848 -4.207
H -1.608 4.306 -5.888
H -0.429 3.634 -4.755
H -3.957 4.540 -2.712
H -3.920 4.406 -0.953
H -5.546 2.622 -2.834
H -6.196 3.911 -1.811
H -5.501 2.458 -1.080
H 3.256 -3.557 -3.019
H 3.203 -2.856 -4.636
H 1.138 -4.822 -3.544
H 2.474 -5.258 -4.616
H 1.194 -4.185 -5.189
H 2.467 -1.037 -5.726
H 1.482 0.404 -5.496
H 0.425 -2.329 -6.360
H 0.644 -0.932 -7.420
H -0.568 -0.896 -6.135
H 2.201 -5.343 0.241
H 1.642 -5.904 1.819
H 3.855 -3.845 1.402
H 4.120 -5.549 1.765
H 3.340 -4.496 2.949
Cl 6.933 2.558 -1.756
C 5.450 1.783 -1.316
C 5.471 0.414 -1.010
C 4.313 -0.195 -0.630
Cl 4.301 -1.868 -0.262
C 3.059 0.494 -0.493
O 2.064 -0.124 -0.034
C 3.079 1.871 -0.887
C 1.872 2.623 -0.906
O 0.744 2.259 -0.589
C 4.282 2.490 -1.282
H 6.388 -0.146 -1.081
H 1.991 3.671 -1.258
H 4.266 3.533 -1.554
O 1.505 -2.219 7.440
C 2.255 -1.045 7.437
N 1.792 -0.085 6.453
C 2.055 -0.304 5.132
O 2.742 -1.230 4.757
C 1.421 0.668 4.193
C 1.015 1.948 4.558
C 0.385 2.739 3.614
C 0.181 2.224 2.344
N 0.603 1.022 1.988
C 1.220 0.267 2.874
H 1.702 -2.713 6.634
H 3.312 -1.246 7.220
H 2.148 -0.596 8.426
H 1.028 0.519 6.713
H 1.205 2.334 5.549
H 0.055 3.737 3.854
H -0.322 2.788 1.571
H 1.588 -0.689 2.526

---

Molecular formula: C4H3NO2
Method: DFT, ωB97M-V/def2-TZVPD

E_LUMO = -0.0721 hartree
E_HOMO = -0.372 hartree
Energy above the lowest of the compared OMol25 structures with the same formula, charge and spin = 382.9 kJ/mol
E_tot = -9777.719 eV
Molecular weight = 97.1 g/mol

Atoms and positions in Å:
N 2.013 -0.409 -0.041
C 0.802 -0.088 -0.025
C -0.387 -1.006 0.130
C -1.563 -0.221 0.482
C -1.072 1.178 0.061
O -1.731 2.161 -0.092
O 0.305 1.194 -0.126
H 2.623 0.405 -0.128
H -0.196 -1.962 0.623
H -0.794 -1.253 -0.885

---

Molecular formula: C7H17N2O2P
Method: DFT, ωB97M-V/def2-TZVPD

E_LUMO = 0.0290 hartree
E_HOMO = -0.322 hartree
Energy above the lowest of the compared OMol25 structures with the same formula, charge and spin = 631.9 kJ/mol
E_tot = -23893.442 eV
Molecular weight = 192.2 g/mol
SMILES string = CCO[N@H+]1N=[P@]1(C)[O-].C=C(C)C

Atoms and positions in Å:
C 1.714 1.595 1.763
C 2.695 0.425 1.865
O 2.642 -0.429 0.674
N 1.563 -1.369 0.803
N 0.213 -0.829 0.850
P 0.103 -1.621 -0.562
C 1.064 -1.316 -2.088
O -0.402 -2.976 -0.674
H 1.355 1.956 2.760
H 2.022 2.418 1.107
H 0.870 1.071 1.193
H 2.403 -0.173 2.696
H 3.779 0.542 1.968
H 1.771 -2.114 1.480
H 2.080 -1.603 -1.650
H 0.557 -2.014 -2.867
H 1.114 -0.261 -2.477
C -1.491 0.330 -1.262
C -2.338 -0.087 -0.332
C -2.996 -1.425 -0.555
C -2.498 0.682 0.966
H -1.505 -0.168 -2.314
H -0.931 1.256 -1.352
H -2.562 -1.907 0.288
H -2.727 -1.818 -1.615
H -4.033 -1.491 -0.296
H -2.446 1.706 0.562
H -3.474 0.639 1.372
H -1.784 0.324 1.679

---

So what do the calculations give for max |F|? Going down the list: 4.339 0.715 0.610 3.724 eV/A.